The following is a quantum chemistry calculation of one molecule with the formula C6H14 at a distorted geometry, from the Open Molecules 2025 dataset.

Values from the calculation:
* LUMO: 1.1730 eV
* energy relative to the best compared isomer or geometry (same formula, charge and spin): 25.8 kcal/mol
* max |F|: 0.0517 hartree/bohr
* orbital gap: 11.50 eV
* SMILES string: CCCC(C)C

Last columns: bonded neighbours and bond lengths (Å).
Geometry (Å):
1 C -1.48466 1.41102 -1.24820  C2 1.508, H7 1.086, H8 1.091, H9 1.096
2 C -1.03368 -0.02138 -1.38541  C1 1.508, C3 1.618, H10 1.107, H11 1.103
3 C -0.71203 -0.81464 -0.01214  C2 1.618, C4 1.563, H12 1.113, H13 1.078
4 C 0.49113 -0.11976 0.70278  C3 1.563, C5 1.531, C6 1.528, H14 1.103
5 C 0.77323 -0.39069 2.18308  C4 1.531, H15 1.088, H16 1.139, H17 1.097
6 C 1.76261 -0.25560 -0.13353  C4 1.528, H18 1.096, H19 1.078, H20 1.099
7 H -1.04879 1.99576 -2.05279  C1 1.086
8 H -2.57470 1.43576 -1.20787  C1 1.091
9 H -1.03601 1.78025 -0.31901  C1 1.096
10 H -0.20816 -0.14076 -2.11268  C2 1.107
11 H -1.71610 -0.72393 -1.89348  C2 1.103
12 H -0.40402 -1.81737 -0.38323  C3 1.113
13 H -1.56419 -0.75850 0.64522  C3 1.078
14 H 0.15246 0.92158 0.57012  C4 1.103
15 H 0.66524 0.55660 2.70769  C5 1.088
16 H 1.75590 -0.91925 2.41135  C5 1.139
17 H 0.00110 -1.09041 2.52645  C5 1.097
18 H 1.74511 0.44292 -0.97833  C6 1.096
19 H 2.63728 -0.20533 0.49408  C6 1.078
20 H 1.79828 -1.28626 -0.51410  C6 1.099